8
Properties=species:S:1:pos:R:3:nbo_charge:R:1 method="wB97M-V/def2-TZVPD" total_energy_ha=-586.51243 relative_energy_kj_mol=104.8 total_charge=-1 lumo_ev=4.3964 e_homo_ev=-3.67 homo_lumo_gap_ev=8.0637
C -0.86003 -0.84250 -0.71685 -0.10
N -1.09229 0.35121 -0.16947 -0.74
O 2.19926 -0.94237 0.83721 -1.16
O 1.45983 1.35628 0.15980 -1.22
P 2.00000 0.00308 -0.32094 1.39
H -1.64103 -1.49017 -0.13466 0.06
H -1.64548 0.48960 0.57584 0.34
H -0.42027 1.07487 -0.23093 0.42

---

61
Properties=species:S:1:pos:R:3:nbo_charge:R:1 method="wB97M-V/def2-TZVPD" total_energy_ha=-5544.80468 s2=8.78 relative_energy_kj_mol=43.5 total_charge=-1 lumo_ev="2.5090 / 2.4974" e_homo_ev="-3.19 / -3.70" homo_lumo_gap_ev="5.7016 / 6.1958" spin_multiplicity=6
Fe -0.12864 -0.04822 0.72571 1.20
C -0.56741 -2.68047 -2.12294 -1.13
Si -0.85999 -2.93286 -0.28050 1.82
C 0.82230 -3.29023 0.45189 -1.14
C -1.78186 -4.57504 -0.19976 -1.13
N -1.56796 -1.53709 0.44795 -1.29
C -2.71648 -1.44404 1.22657 0.30
C -3.00449 -0.27120 1.96510 -0.31
C -4.15485 -0.12690 2.72052 -0.18
C -5.10961 -1.13595 2.78504 -0.30
C -4.86572 -2.29464 2.06306 -0.20
C -3.71160 -2.44896 1.30540 -0.31
H -0.32060 -3.64100 -2.59148 0.22
H 0.26799 -1.99522 -2.30355 0.24
H -1.45230 -2.27623 -2.62512 0.22
H 1.35634 -4.06629 -0.11308 0.22
H 0.73143 -3.60562 1.49602 0.24
H 1.44743 -2.39289 0.44530 0.24
H -1.15279 -5.32748 -0.68787 0.23
H -2.73797 -4.54033 -0.73182 0.22
H -1.96954 -4.90599 0.82508 0.23
H -2.28138 0.52682 1.95961 0.21
H -4.30364 0.79199 3.27770 0.20
H -6.00892 -1.02357 3.37810 0.19
H -5.59009 -3.10280 2.08186 0.19
H -3.57998 -3.36316 0.75653 0.20
Se 0.81707 -0.19257 2.75505 -0.90
C 5.97968 1.35805 0.51318 -0.41
N 4.72926 1.14333 -0.17952 -0.60
C 3.71423 0.35276 0.23499 0.35
N 3.80894 -0.21284 1.44205 -0.82
S 2.39224 0.11082 -0.79457 -0.30
H 6.45155 2.25112 0.10840 0.21
H 6.66945 0.51610 0.40827 0.19
H 5.81770 1.53988 1.57524 0.19
H 4.62892 1.46740 -1.12629 0.42
H 4.45530 0.17672 2.10960 0.38
H 2.89333 -0.46886 1.86139 0.45
N -2.22500 0.63694 -3.01979 -0.53
C -1.04122 0.91192 -3.67694 -0.12
C -0.07120 0.81228 -2.73029 -0.07
N -0.63802 0.47076 -1.51801 -0.55
C -1.92687 0.36982 -1.72935 0.21
H -3.14209 0.61292 -3.42514 0.41
H -1.00378 1.15096 -4.72560 0.21
H 0.98747 0.98483 -2.82883 0.24
H -2.65650 0.09264 -0.98257 0.24
F 3.33446 5.01218 -1.43147 -0.36
C 2.30407 4.32997 -0.84458 0.34
C 1.12248 4.17342 -1.53036 -0.29
C 0.08548 3.46503 -0.92705 -0.21
C 0.21238 2.89451 0.34509 -0.06
C -0.84129 2.08122 0.95906 -0.81
C 1.43572 3.10469 1.00582 -0.15
C 2.47440 3.81604 0.42359 -0.31
H 1.01563 4.59913 -2.52151 0.21
H -0.84948 3.33724 -1.46340 0.20
H -1.82466 2.10823 0.49558 0.19
H -0.85671 2.08798 2.04102 0.22
H 1.56975 2.65213 1.98267 0.23
H 3.41766 3.96061 0.93895 0.21

---

6
Properties=species:S:1:pos:R:3:nbo_charge:R:1 method="wB97M-V/def2-TZVPD" total_energy_ha=-1196.39346 relative_energy_kj_mol=30.3 total_charge=-1 lumo_ev=3.5819 e_homo_ev=-2.67 homo_lumo_gap_ev=6.2481
S 0.16738 0.53368 1.60424 -0.29
H -0.19560 0.11306 2.82736 0.10
S 0.47381 -0.85696 -1.95091 -0.42
S -1.71674 0.09756 0.63985 -0.72
H 1.47924 0.08904 -2.05604 0.12
H -0.20809 0.02363 -1.06450 0.21

---

148
Properties=species:S:1:pos:R:3:lowdin_charge:R:1 method="wB97M-V/def2-TZVPD" total_energy_ha=-5485.54955 total_charge=0 lumo_ev=-1.4892 e_homo_ev=-8.19 homo_lumo_gap_ev=6.7035
O -0.84954 1.53013 3.34569 0.04
N -1.39495 0.48481 3.22119 -0.02
O -0.87878 -0.48113 4.04729 -0.16
C 0.46588 -0.88142 3.66130 -0.39
P 0.58005 -2.72974 3.17494 0.83
C -0.44800 -3.10576 1.65005 -0.39
C 0.14143 -2.60735 0.27036 -0.31
C -0.23748 -1.09000 0.01669 -0.44
S -1.41169 -0.95823 -1.40727 0.92
C -0.41373 -1.09321 -2.92344 -1.01
S -1.08521 -1.63261 -4.31180 0.75
N 0.96615 -0.67837 -2.81107 -0.20
C 1.92645 -1.55359 -2.35568 -0.08
C 3.10419 -0.72561 -2.36898 -0.12
N 2.75229 0.52991 -2.84207 0.05
C 1.43461 0.58526 -3.12653 -0.11
P 2.72808 -3.00798 2.76209 0.18
S 3.23328 -4.80255 3.39712 0.09
H 0.90579 -0.28292 2.83031 0.08
H 1.10321 -0.79400 4.57812 0.08
H -0.51669 -4.22226 1.58282 0.05
H -1.49711 -2.72166 1.71214 0.09
H -0.38878 -3.19447 -0.52932 0.09
H 1.22454 -2.82133 0.13309 0.06
H 0.70464 -0.52356 -0.21250 0.08
H -0.68386 -0.59271 0.90532 0.05
H 1.74888 -2.59323 -2.04400 0.12
H 4.09626 -1.07549 -2.04088 0.10
H 0.85746 1.43542 -3.53091 0.12
H 3.02911 -2.96622 1.37398 -0.06
H 3.51521 -2.01635 3.41502 -0.05
O 4.39032 0.06447 2.46079 -0.10
H 5.31346 -0.12058 2.67548 0.02
H 4.37961 1.01387 2.27751 0.00
O -3.90522 2.02768 5.02176 -0.04
H -3.54067 2.81032 5.44884 0.01
H -3.12715 1.52096 4.76437 0.00
O 7.20336 0.90554 1.50309 -0.06
H 7.25332 0.37268 0.70231 0.04
H 8.03145 1.40048 1.50706 0.01
O 0.87439 -2.01906 6.45357 -0.09
H 0.02838 -1.87933 6.01555 0.00
H 0.68533 -1.84247 7.37941 0.03
O -1.07240 4.16276 5.08595 -0.05
H -1.02334 3.61788 4.28669 0.00
H -0.23678 4.64453 5.09198 0.06
O 0.50083 2.00576 0.46787 -0.05
H 0.03478 1.87293 1.30014 -0.01
H 0.87598 2.89050 0.54575 0.04
O -3.99412 5.23110 7.24661 -0.04
H -3.40080 4.73450 6.66854 0.02
H -4.87903 5.02039 6.91191 0.03
O 1.29360 2.89529 -5.29864 -0.09
H 1.32309 2.33924 -6.09447 0.01
H 2.13652 3.36369 -5.30962 0.01
O -5.28457 4.71084 10.32569 -0.06
H -4.69555 4.08107 10.76264 0.00
H -4.88674 4.83627 9.45483 0.00
O 0.35150 -6.38525 1.49962 -0.09
H 0.98800 -7.03869 1.81255 0.02
H -0.21731 -6.88380 0.90307 0.04
O 2.67333 1.16182 -6.68379 -0.05
H 3.25773 0.51755 -6.26107 0.02
H 3.04671 1.27225 -7.56599 0.07
O 4.77447 -4.58614 6.31918 -0.11
H 3.92509 -4.44703 5.87550 -0.06
H 4.58574 -4.41400 7.24823 0.02
O -4.17093 -2.03409 -6.15803 -0.06
H -3.53171 -1.63299 -5.55743 -0.03
H -4.63553 -1.27955 -6.54057 0.06
O -1.32008 4.87664 2.25576 -0.06
H -2.16262 5.01562 1.80865 0.05
H -1.51396 5.06433 3.18385 0.01
O -6.90942 6.05619 7.31844 -0.05
H -7.48007 6.83235 7.26664 0.01
H -6.52005 6.11386 8.19940 0.03
O -4.14902 -5.12428 -7.22874 -0.04
H -4.20983 -4.23082 -6.85682 0.02
H -4.29629 -5.70421 -6.47395 0.06
O -9.00308 8.62797 6.87912 -0.05
H -9.81882 8.12263 6.78516 0.04
H -9.24062 9.51420 6.58542 0.04
O -4.84110 2.54818 12.26667 -0.05
H -5.68756 2.68704 11.81839 0.05
H -5.03438 2.73547 13.19273 0.07
O -3.80274 -5.37827 -10.13747 -0.06
H -4.65337 -5.22923 -10.57111 0.03
H -3.97575 -5.17874 -9.20355 -0.01
O -3.18128 2.16119 -1.48186 -0.07
H -2.80523 2.94350 -1.06395 0.03
H -2.40970 1.64384 -1.74579 -0.02
O 8.07467 3.52635 0.76052 -0.06
H 8.70122 3.93613 1.37187 0.02
H 7.59614 4.27053 0.38005 0.04
O -2.86817 2.57666 9.11550 -0.05
H -3.23868 3.26573 8.55041 0.00
H -3.62388 2.01569 9.32762 0.04
O 3.83550 4.99533 -5.79571 -0.04
H 4.47557 5.40006 -5.19795 0.06
H 3.37208 5.74638 -6.18726 0.06
O 10.48006 3.11319 2.74157 -0.05
H 11.44057 3.05306 2.70303 0.04
H 10.30792 3.58574 3.56737 0.01
O 9.77632 3.50267 5.73132 -0.05
H 9.68290 4.37785 6.12471 0.04
H 9.64186 2.89804 6.46945 0.05
O 5.51810 4.49801 -8.23966 -0.07
H 6.35171 4.96704 -8.12757 0.03
H 5.04511 4.65012 -7.40827 -0.02
O -4.94205 -1.88730 -3.19387 -0.07
H -4.91078 -2.43071 -3.99133 0.03
H -4.09916 -1.41602 -3.20069 0.00
O 3.46013 2.69008 3.14146 -0.05
H 2.60553 3.11817 3.25962 0.03
H 3.79648 2.58557 4.03923 0.05
O -5.37171 -4.05436 -12.62076 -0.06
H -5.34637 -4.60409 -13.41189 0.04
H -4.52779 -3.58636 -12.63335 0.05
O -0.63812 -0.05534 7.50178 -0.05
H -0.01700 0.35781 8.11251 0.05
H -1.10998 0.68994 7.11252 0.04
O -5.36965 0.58329 -4.21856 -0.08
H -5.43778 1.46572 -3.83592 0.03
H -5.51389 -0.01574 -3.46781 0.01
O -2.81357 -2.77696 -8.82410 -0.05
H -3.75369 -2.92908 -8.68565 0.04
H -2.47078 -3.64395 -9.07328 0.05
O -1.23728 -7.16169 -9.97298 -0.07
H -2.07862 -6.70116 -9.85601 -0.01
H -0.89325 -7.25975 -9.07707 0.01
O 4.68415 -1.18935 -5.83986 -0.05
H 5.30902 -1.85015 -5.52378 0.04
H 4.08361 -1.68310 -6.41068 0.01
O -2.16219 -0.47311 -10.12230 -0.08
H -2.22788 0.40747 -9.73699 0.03
H -2.31093 -1.07598 -9.37391 -0.02
O 1.95384 -1.78484 -7.17335 -0.06
H 1.10221 -1.62342 -7.59466 0.05
H 1.79457 -1.58762 -6.24156 0.02
O 1.40640 -7.59863 -8.69214 -0.06
H 1.42956 -8.14607 -9.48557 0.04
H 2.24839 -7.13103 -8.70438 0.04
O -5.61193 -0.16404 11.36947 -0.07
H -5.78841 -0.64950 12.18222 0.03
H -5.10221 0.60536 11.65918 -0.01
O 2.46196 -7.92791 0.18939 -0.06
H 2.51684 -8.46104 -0.61142 0.04
H 3.29145 -7.43635 0.20255 0.04